Record 1
{
  "formula": "C33H37IN5OSTeTi",
  "method": "ωB97M-V with the def2-TZVPD basis set",
  "e_tot_ha": -3441.71120,
  "spin_multiplicity": 2,
  "homo_energy_ev": [-13.1, -13.2],
  "e_lumo_ev": [-4.9, -4.7],
  "gap_ev": [8.27, 8.52],
  "total_charge": 2,
  "elements": ["Ti", "C", "N", "C", "C", "N", "C", "C", "C", "C", "C", "C", "N", "C", "N", "C", "C", "C", "C", "C", "C", "N", "H", "H", "H", "H", "H", "H", "H", "H", "H", "H", "H", "H", "H", "H", "H", "I", "C", "H", "H", "C", "Te", "C", "H", "H", "H", "H", "H", "H", "O", "S", "C", "C", "C", "C", "C", "C", "C", "C", "C", "C", "C", "C", "C", "C", "H", "H", "H", "H", "H", "H", "H", "H", "H", "H", "H", "H", "H", "H"],
  "coordinates": [[14.602, 10.852, 9.618], [17.190, 11.472, 11.344], [16.252, 12.270, 10.530], [16.924, 12.935, 9.414], [17.137, 11.886, 8.389], [16.329, 10.860, 8.244], [16.925, 10.076, 7.254], [16.566, 8.803, 6.800], [17.424, 8.235, 5.887], [18.556, 8.902, 5.384], [18.916, 10.159, 5.814], [18.089, 10.686, 6.793], [18.199, 11.862, 7.542], [16.920, 9.998, 11.239], [15.855, 9.487, 10.665], [15.921, 8.098, 10.867], [15.017, 7.057, 10.598], [15.404, 5.788, 10.966], [16.661, 5.530, 11.543], [17.511, 6.545, 11.880], [17.094, 7.830, 11.561], [17.711, 9.060, 11.788], [17.067, 11.757, 12.391], [18.220, 11.702, 11.087], [15.861, 12.949, 11.156], [17.864, 13.461, 9.688], [16.240, 13.681, 8.994], [15.668, 8.286, 7.153], [17.236, 7.213, 5.514], [19.186, 8.359, 4.673], [19.806, 10.670, 5.454], [18.935, 12.577, 7.465], [14.044, 7.276, 10.152], [14.749, 4.957, 10.805], [16.925, 4.515, 11.774], [18.485, 6.370, 12.334], [18.575, 9.254, 12.280], [13.548, 12.776, 7.556], [13.343, 12.529, 9.702], [12.297, 12.275, 9.884], [13.583, 13.466, 10.172], [14.653, 11.406, 13.807], [13.412, 10.371, 12.345], [11.636, 11.566, 12.630], [13.999, 11.875, 14.546], [15.228, 12.208, 13.370], [15.311, 10.694, 14.256], [11.856, 12.632, 12.559], [11.222, 11.316, 13.590], [10.983, 11.246, 11.829], [13.119, 9.570, 8.992], [12.606, 8.515, 8.013], [11.415, 7.419, 8.894], [10.895, 7.789, 10.276], [11.433, 7.167, 11.392], [10.917, 7.425, 12.653], [9.843, 8.310, 12.783], [9.278, 8.897, 11.646], [9.806, 8.644, 10.401], [11.484, 9.333, 6.807], [10.122, 9.801, 7.231], [9.025, 9.000, 6.924], [7.760, 9.409, 7.342], [7.599, 10.599, 8.039], [8.703, 11.375, 8.336], [9.968, 11.004, 7.927], [11.961, 6.475, 8.946], [10.625, 7.302, 8.150], [12.255, 6.488, 11.291], [11.361, 6.921, 13.499], [9.419, 8.522, 13.769], [8.426, 9.569, 11.727], [9.441, 9.158, 9.514], [11.480, 8.550, 6.027], [12.110, 10.157, 6.455], [9.131, 8.097, 6.326], [6.874, 8.807, 7.119], [6.614, 10.889, 8.356], [8.589, 12.292, 8.859], [10.811, 11.633, 8.183]],
  "lowdin_spin": [0.97, 0.00, 0.00, 0.00, 0.00, 0.01, 0.00, 0.00, 0.00, 0.00, 0.00, 0.00, 0.00, 0.00, 0.00, 0.00, 0.00, 0.00, 0.00, 0.00, 0.00, 0.00, 0.00, 0.00, 0.00, 0.00, 0.00, 0.00, 0.00, 0.00, 0.00, 0.00, 0.00, 0.00, 0.00, 0.00, 0.00, 0.00, -0.02, 0.00, 0.00, 0.00, -0.01, 0.00, 0.00, 0.00, 0.00, 0.00, 0.00, 0.00, 0.03, 0.00, 0.00, 0.00, 0.00, 0.00, 0.00, 0.00, 0.00, 0.00, 0.00, 0.00, 0.00, 0.00, 0.00, 0.00, 0.00, 0.00, 0.00, 0.00, 0.00, 0.00, 0.00, 0.00, 0.00, 0.00, 0.00, 0.00, 0.00, 0.00]
}


Record 2
{
  "formula": "C33H37N13O2PS2Ti",
  "method": "ωB97M-V with the def2-TZVPD basis set",
  "e_tot_ha": -4129.20765,
  "spin_multiplicity": 1,
  "homo_energy_ev": [-8.1, -8.2],
  "e_lumo_ev": [-2.6, -2.6],
  "gap_ev": [5.60, 5.60],
  "total_charge": 1,
  "elements": ["Ti", "C", "C", "C", "C", "C", "C", "N", "C", "C", "C", "C", "C", "C", "N", "N", "C", "C", "C", "C", "C", "N", "H", "H", "H", "H", "H", "H", "H", "H", "H", "H", "H", "H", "H", "N", "N", "C", "N", "S", "H", "H", "H", "H", "H", "N", "C", "P", "O", "O", "C", "N", "H", "H", "H", "H", "H", "H", "H", "H", "H", "H", "N", "C", "C", "C", "C", "C", "C", "N", "C", "C", "C", "C", "N", "C", "C", "H", "H", "H", "H", "H", "H", "H", "H", "H", "S", "C", "N"],
  "coordinates": [[0.125, -0.750, 1.184], [-4.961, -3.751, 1.721], [-4.643, -3.148, 0.517], [-3.336, -2.757, 0.241], [-2.323, -2.938, 1.185], [-2.657, -3.576, 2.388], [-3.954, -3.973, 2.654], [-0.975, -2.586, 0.953], [-0.125, -3.637, 0.859], [-0.490, -4.982, 0.614], [0.488, -5.954, 0.423], [1.837, -5.629, 0.470], [2.225, -4.348, 0.825], [1.263, -3.364, 1.050], [1.454, -2.123, 1.576], [2.620, -1.754, 2.089], [2.478, -0.613, 2.768], [3.553, -0.046, 3.492], [3.324, 1.049, 4.272], [2.025, 1.601, 4.331], [1.031, 1.029, 3.586], [1.227, -0.051, 2.798], [-5.976, -4.062, 1.931], [-5.414, -2.995, -0.229], [-3.115, -2.312, -0.722], [-1.870, -3.743, 3.112], [-4.179, -4.477, 3.584], [-1.515, -5.297, 0.787], [0.189, -6.984, 0.268], [2.583, -6.390, 0.289], [3.264, -4.088, 0.966], [4.521, -0.518, 3.423], [4.118, 1.485, 4.862], [1.809, 2.459, 4.948], [0.027, 1.435, 3.612], [-1.473, -0.159, -0.290], [-2.741, 0.171, 0.193], [-3.044, 0.078, 1.507], [-4.322, 0.297, 1.844], [-1.896, -0.223, 2.691], [-1.114, 0.595, -0.869], [-1.464, -1.028, -0.847], [-3.504, 0.242, -0.466], [-5.022, 0.560, 1.172], [-4.560, 0.318, 2.820], [1.710, -1.407, -4.218], [1.452, -2.674, -4.960], [-0.382, -3.014, -4.773], [-1.233, -2.674, -5.932], [-0.709, -2.386, -3.445], [-0.441, -4.875, -4.572], [-1.802, -5.087, -4.007], [1.795, -0.607, -4.840], [2.540, -1.432, -3.527], [0.870, -1.291, -3.600], [2.004, -3.483, -4.485], [1.747, -2.589, -6.002], [0.305, -5.283, -3.892], [-0.356, -5.345, -5.549], [-2.219, -5.988, -4.237], [-2.408, -4.339, -4.363], [-1.716, -5.006, -2.965], [2.192, 6.401, -0.175], [1.890, 7.739, -0.208], [2.637, 8.873, -0.504], [1.988, 10.087, -0.425], [0.637, 10.178, -0.059], [-0.107, 9.057, 0.234], [0.528, 7.816, 0.158], [0.045, 6.558, 0.397], [1.048, 5.738, 0.200], [0.929, 4.308, 0.387], [1.949, 3.370, 0.201], [1.696, 2.029, 0.394], [0.506, 1.525, 0.743], [-0.464, 2.435, 0.957], [-0.305, 3.789, 0.802], [3.089, 5.994, -0.372], [3.679, 8.808, -0.789], [2.531, 10.994, -0.654], [0.171, 11.152, -0.017], [-1.148, 9.122, 0.518], [2.942, 3.674, -0.101], [2.493, 1.308, 0.253], [-1.420, 2.052, 1.284], [-1.121, 4.470, 0.990], [3.610, -1.301, -1.794], [2.208, -0.992, -1.054], [1.156, -0.765, -0.583]],
  "mulliken_charge": [-0.34, -0.58, -0.88, -0.15, -0.85, 0.39, -0.88, 1.32, 0.95, -1.00, -0.82, -0.72, -0.74, 0.28, 1.19, -1.54, 0.12, -0.98, -0.27, -0.98, -0.19, 0.58, 0.42, 0.44, 0.54, 0.50, 0.42, 0.40, 0.46, 0.46, 0.52, 0.52, 0.43, 0.45, 0.32, -0.12, -0.53, 0.78, -0.38, -0.54, 0.53, 0.14, 0.28, 0.19, 0.24, -0.01, -0.65, 0.67, -0.74, -0.58, -0.65, -0.25, 0.36, 0.00, 0.24, 0.32, 0.39, 0.41, 0.32, 0.38, 0.34, 0.23, 0.00, 0.69, -1.02, -0.42, -0.47, -0.78, 0.57, -0.59, -0.12, 1.13, -1.27, -0.48, 0.80, -0.25, -1.14, 0.17, 0.38, 0.39, 0.38, 0.43, 0.33, 0.38, 0.36, 0.56, -0.61, 0.67, -0.28]
}